Computed, not measured: a gas-phase ion, CH3N2O (charge +1) at a distorted geometry, with ωB97M-V with the def2-TZVPD basis set.

SMILES: C=[N+]=NO
E_LUMO, eV: -7.29
Kohn-Sham gap, eV: 10.7
DFT total energy, hartree: -224.21396
HOMO, eV: -18.0

```
! RIJCOSX wB97M-V def2-TZVPD def2/J DEFGRID3
* xyz 1 1
C -0.775 1.019 -0.202
N -1.373 -0.020 0.138
N -1.267 -1.231 0.013
O -0.031 -1.670 0.153
H -0.816 1.925 0.223
H -0.435 0.969 -1.258
H -0.178 -2.708 0.231
*
```

Now the natural (NBO) charges, all in e:
1. C 0.123
2. N -0.070
3. N 0.313
4. O -0.404
5. H 0.243
6. H 0.245
7. H 0.550

***

Computed, not measured: a molecular structure, C35H27Br2GeMnN4O3S2 at a distorted geometry, with ωB97M-V with the def2-TZVPD basis set.

E_LUMO (alpha / beta), eV: -4.01 / -5.90
Kohn-Sham gap (alpha / beta), eV: 6.2 / 4.3
DFT total energy, hartree: -10966.85920
HOMO (alpha / beta), eV: -10.2 / -10.2

```
! RIJCOSX wB97M-V def2-TZVPD def2/J DEFGRID3
* xyz 1 6
Mn -0.483 0.322 0.068
Br 4.269 -1.258 -0.384
C 2.775 -2.108 -1.049
C 2.862 -3.324 -1.710
C 1.735 -3.959 -2.198
Br 1.941 -5.585 -3.075
C 0.425 -3.386 -2.049
C -0.769 -3.965 -2.518
C -1.958 -3.308 -2.314
C -1.967 -2.084 -1.633
N -0.853 -1.527 -1.185
C 0.318 -2.163 -1.385
C 1.499 -1.477 -0.850
O 1.369 -0.376 -0.245
H 3.828 -3.789 -1.843
H -0.742 -4.910 -3.041
H -2.890 -3.724 -2.664
H -2.888 -1.549 -1.426
N -5.792 4.028 4.837
C -5.369 3.318 3.748
C -5.588 3.797 2.453
C -5.131 3.092 1.358
C -4.446 1.898 1.535
C -4.235 1.399 2.819
C -4.685 2.103 3.914
S -3.827 1.027 0.151
O -4.423 1.588 -1.030
O -3.914 -0.391 0.395
N -2.222 1.322 0.104
C -1.692 2.413 -0.533
S -2.413 3.871 -1.065
C -0.852 4.421 -1.568
C 0.090 3.486 -1.329
N -0.387 2.339 -0.740
H -6.457 4.769 4.702
H -5.829 3.569 5.729
H -6.127 4.724 2.311
H -5.318 3.457 0.359
H -3.732 0.455 2.959
H -4.523 1.711 4.910
H -0.731 5.381 -2.037
H 1.139 3.566 -1.563
C -0.355 2.099 3.228
Ge -0.143 0.275 2.573
C -1.404 -0.929 3.457
C -1.361 -0.982 4.850
C -2.217 -1.812 5.557
C -3.133 -2.604 4.879
C -3.189 -2.560 3.494
C -2.330 -1.728 2.792
C 1.677 -0.373 2.887
C 2.615 0.502 3.374
C 3.953 0.107 3.598
C 4.344 -1.166 3.313
C 3.418 -2.108 2.798
C 3.829 -3.425 2.468
C 2.944 -4.334 1.968
C 1.594 -3.964 1.786
C 1.177 -2.699 2.091
C 2.074 -1.721 2.594
H -0.272 2.084 4.316
H -1.340 2.474 2.960
H 0.401 2.772 2.823
H -0.646 -0.380 5.399
H -2.168 -1.845 6.636
H -3.801 -3.251 5.429
H -3.911 -3.164 2.961
H -2.422 -1.684 1.710
H 2.342 1.527 3.594
H 4.662 0.823 3.992
H 5.368 -1.477 3.477
H 4.865 -3.697 2.625
H 3.265 -5.340 1.736
H 0.880 -4.697 1.431
H 0.127 -2.452 1.983
*
```

Now the Mulliken charges, all in e:
1. Mn 0.284
2. Br 0.036
3. C -0.511
4. C -0.427
5. C 0.072
6. Br -0.107
7. C 1.065
8. C -0.786
9. C -1.080
10. C -0.134
11. N -0.441
12. C 0.594
13. C 0.985
14. O -0.670
15. H 0.492
16. H 0.387
17. H 0.475
18. H 0.406
19. N -0.496
20. C 1.029
21. C -0.799
22. C -0.591
23. C -0.576
24. C -0.062
25. C -0.907
26. S 1.172
27. O -0.712
28. O -0.713
29. N 0.416
30. C 0.767
31. S 0.004
32. C -0.338
33. C -0.760
34. N -0.422
35. H 0.215
36. H 0.218
37. H 0.314
38. H 0.578
39. H 0.550
40. H 0.341
41. H 0.433
42. H 0.439
43. C -1.422
44. Ge 1.535
45. C 0.856
46. C -0.783
47. C -0.774
48. C -0.684
49. C -0.952
50. C 0.435
51. C 0.779
52. C -0.744
53. C -0.929
54. C -0.971
55. C 0.862
56. C -0.799
57. C -0.779
58. C -1.061
59. C -0.311
60. C 0.005
61. H 0.482
62. H 0.288
63. H 0.431
64. H 0.357
65. H 0.431
66. H 0.404
67. H 0.459
68. H 0.231
69. H 0.382
70. H 0.437
71. H 0.420
72. H 0.415
73. H 0.450
74. H 0.550
75. H 0.260

***

Computed, not measured: 6 unconnected molecules or ions with the total composition C9H28NO7 at a distorted geometry, with ωB97M-V with the def2-TZVPD basis set.

E_LUMO, eV: 2.60
Kohn-Sham gap, eV: 5.5
DFT total energy, hartree: -941.15912
HOMO, eV: -2.9

```
! RIJCOSX wB97M-V def2-TZVPD def2/J DEFGRID3
* xyz -1 1
N -10.293 -22.542 -18.732
H -9.468 -22.204 -18.249
H -10.962 -22.693 -17.957
H -10.297 -23.473 -19.217
H -10.586 -21.857 -19.446
C -11.084 -25.860 -18.757
O -10.191 -25.136 -19.379
O -11.058 -27.119 -18.913
O -12.091 -25.254 -18.173
C -13.210 -23.671 -15.070
C -12.306 -22.894 -16.030
O -11.238 -23.702 -16.474
H -12.653 -24.189 -14.291
H -13.715 -24.491 -15.595
H -14.093 -23.139 -14.706
H -11.965 -21.998 -15.499
H -12.864 -22.404 -16.834
H -11.537 -24.469 -17.055
C -6.613 -23.812 -16.698
C -7.706 -22.908 -16.167
O -7.855 -21.706 -16.927
H -6.585 -23.770 -17.791
H -6.843 -24.846 -16.450
H -5.606 -23.461 -16.454
H -7.591 -22.760 -15.090
H -8.628 -23.483 -16.268
H -7.089 -21.152 -16.753
C -15.086 -22.513 -20.753
C -14.446 -23.650 -19.926
O -13.307 -23.074 -19.296
H -14.374 -21.984 -21.380
H -15.536 -21.767 -20.093
H -15.956 -22.912 -21.281
H -14.001 -24.436 -20.548
H -15.153 -24.154 -19.262
H -12.826 -23.821 -18.840
C -11.872 -20.481 -22.941
C -10.998 -20.855 -21.757
O -11.713 -21.155 -20.560
H -12.651 -21.236 -23.069
H -11.350 -20.513 -23.900
H -12.308 -19.486 -22.843
H -10.279 -20.087 -21.477
H -10.505 -21.809 -21.981
H -12.322 -21.903 -20.649
*
```

Now the natural (NBO) charges, all in e:
1. N -0.964
2. H 0.420
3. H 0.453
4. H 0.479
5. H 0.425
6. C 0.949
7. O -0.914
8. O -0.817
9. O -0.930
10. C -0.641
11. C -0.074
12. O -0.805
13. H 0.206
14. H 0.219
15. H 0.189
16. H 0.146
17. H 0.165
18. H 0.515
19. C -0.644
20. C -0.088
21. O -0.740
22. H 0.222
23. H 0.233
24. H 0.181
25. H 0.153
26. H 0.222
27. H 0.464
28. C -0.626
29. C -0.060
30. O -0.819
31. H 0.194
32. H 0.201
33. H 0.198
34. H 0.175
35. H 0.164
36. H 0.530
37. C -0.636
38. C -0.070
39. O -0.756
40. H 0.211
41. H 0.210
42. H 0.204
43. H 0.174
44. H 0.172
45. H 0.512

***

Computed, not measured: 10 unconnected molecules or ions with the total composition C5H28N2O9 at a distorted geometry, with ωB97M-V with the def2-TZVPD basis set.

SMILES: C=N/C=C/CCN.O.O.O.O.O.O.O.O.O
E_LUMO, eV: 0.18
Kohn-Sham gap, eV: 9.4
DFT total energy, hartree: -993.94416
HOMO, eV: -9.3

```
! RIJCOSX wB97M-V def2-TZVPD def2/J DEFGRID3
* xyz 0 1
C -0.691 -1.460 -3.595
N -0.779 -1.050 -2.394
C -0.846 -2.050 -1.389
C -1.070 -1.662 -0.134
C -0.985 -2.689 0.961
C -1.099 -2.066 2.366
N -0.052 -1.084 2.583
H -0.680 -2.534 -3.773
H -0.648 -0.708 -4.370
H -0.653 -3.080 -1.621
H -1.361 -0.650 0.105
H -0.028 -3.179 0.999
H -1.782 -3.428 0.891
H -0.933 -2.882 3.058
H -2.125 -1.710 2.423
H -0.138 -0.324 1.919
H -0.096 -0.690 3.513
O -0.516 2.233 -2.402
H -1.296 1.737 -2.202
H 0.040 1.639 -2.908
O 2.054 3.528 -0.130
H 2.529 3.388 -0.957
H 1.724 4.421 -0.215
O 4.081 1.091 -0.745
H 3.975 0.975 0.207
H 3.969 0.160 -0.990
O 2.287 -1.010 0.800
H 1.603 -0.411 0.464
H 2.010 -1.562 1.535
O 2.517 -2.511 -1.532
H 2.315 -2.077 -0.679
H 2.080 -1.980 -2.201
O -3.617 0.841 -0.205
H -4.554 1.040 -0.215
H -3.380 0.761 0.729
O 0.166 2.618 2.175
H 0.232 3.544 1.935
H 0.392 2.075 1.403
O -2.469 1.948 2.234
H -1.600 2.398 2.330
H -2.851 2.310 1.428
O 0.906 1.049 -0.250
H 0.164 1.064 -0.875
H 1.208 1.979 -0.275
*
```

Now the natural (NBO) charges, all in e:
1. C -0.071
2. N -0.441
3. C -0.061
4. C -0.164
5. C -0.453
6. C -0.203
7. N -0.857
8. H 0.158
9. H 0.177
10. H 0.185
11. H 0.208
12. H 0.218
13. H 0.219
14. H 0.190
15. H 0.161
16. H 0.359
17. H 0.372
18. O -0.950
19. H 0.487
20. H 0.477
21. O -0.949
22. H 0.498
23. H 0.480
24. O -0.957
25. H 0.477
26. H 0.481
27. O -1.010
28. H 0.509
29. H 0.501
30. O -0.978
31. H 0.496
32. H 0.455
33. O -0.959
34. H 0.473
35. H 0.486
36. O -0.961
37. H 0.476
38. H 0.500
39. O -0.990
40. H 0.502
41. H 0.461
42. O -1.009
43. H 0.499
44. H 0.506

***

Computed, not measured: a single C3H12N4O2 molecule at a distorted geometry, with ωB97M-V with the def2-TZVPD basis set.

SMILES: C[N@H+](CN)[C@@](N)([O-])NO
E_LUMO, eV: 0.83
Kohn-Sham gap, eV: 9.4
DFT total energy, hartree: -490.89650
HOMO, eV: -8.6

```
! RIJCOSX wB97M-V def2-TZVPD def2/J DEFGRID3
* xyz 0 1
C -0.800 -0.497 1.616
N -0.377 -0.059 0.286
C -1.319 -0.436 -0.781
N -2.509 0.395 -0.687
C 1.280 -0.320 -0.184
N 1.964 -0.820 0.937
O 1.412 -0.837 -1.300
N 1.370 1.372 -0.268
O 1.455 1.725 -1.632
H -1.856 -0.256 1.753
H -0.227 0.022 2.384
H -0.647 -1.572 1.725
H 0.011 1.085 0.177
H -0.787 -0.322 -1.725
H -1.580 -1.494 -0.664
H -3.353 -0.141 -0.846
H -2.487 1.154 -1.358
H 2.728 -1.420 0.662
H 2.019 -0.215 1.744
H 2.156 1.802 0.215
H 1.547 0.834 -2.055
*
```

Now the natural (NBO) charges, all in e:
1. C -0.417
2. N -0.542
3. C -0.060
4. N -0.854
5. C 0.758
6. N -0.902
7. O -0.764
8. N -0.464
9. O -0.593
10. H 0.218
11. H 0.197
12. H 0.206
13. H 0.458
14. H 0.217
15. H 0.181
16. H 0.367
17. H 0.369
18. H 0.410
19. H 0.380
20. H 0.352
21. H 0.483

***

Computed, not measured: a molecular structure, C4H4OYb at a distorted geometry, with ωB97M-V with the def2-TZVPD basis set.

E_LUMO (alpha / beta), eV: -14.38 / -15.18
Kohn-Sham gap (alpha / beta), eV: 8.0 / 7.8
DFT total energy, hartree: -1387.32609
HOMO (alpha / beta), eV: -22.4 / -23.0

```
! RIJCOSX wB97M-V def2-TZVPD def2/J DEFGRID3
* xyz 3 2
H -1.367 0.059 -0.916
C 1.824 1.505 -0.746
C 1.626 0.506 -0.067
H 2.304 2.413 -1.072
C 0.819 -0.601 0.333
C -0.435 -0.405 0.778
O -1.528 -0.511 -0.052
Yb -3.647 -1.645 0.248
H 1.051 -1.562 -0.138
H -0.647 0.240 1.632
*
```

Now the natural (NBO) charges, all in e:
1. H 0.589
2. C 0.208
3. C -0.018
4. H 0.320
5. C -0.091
6. C 0.303
7. O -0.847
8. Yb 1.982
9. H 0.306
10. H 0.247

***

Computed, not measured: a single C4H9NO molecule at a distorted geometry, with ωB97M-V with the def2-TZVPD basis set.

SMILES: CCC(=O)NC
E_LUMO, eV: 0.85
Kohn-Sham gap, eV: 10.3
DFT total energy, hartree: -287.80482
HOMO, eV: -9.5

```
! RIJCOSX wB97M-V def2-TZVPD def2/J DEFGRID3
* xyz 0 1
C 2.344 -0.294 0.210
C 1.113 0.472 -0.219
C -0.152 -0.076 0.396
O -0.198 -0.970 1.226
N -1.250 0.442 -0.204
C -2.553 -0.168 -0.094
H 2.233 -1.352 -0.046
H 3.228 0.102 -0.295
H 2.487 -0.231 1.291
H 1.185 1.546 -0.006
H 0.958 0.383 -1.301
H -1.214 1.359 -0.621
H -3.029 -0.169 -1.089
H -2.456 -1.219 0.199
H -2.926 0.473 0.700
*
```

Now the natural (NBO) charges, all in e:
1. C -0.601
2. C -0.496
3. C 0.672
4. O -0.622
5. N -0.626
6. C -0.428
7. H 0.218
8. H 0.206
9. H 0.219
10. H 0.216
11. H 0.217
12. H 0.388
13. H 0.201
14. H 0.232
15. H 0.206